C15H35BeN5O13SSr2 | the ωB97M-V functional and the def2-TZVPD basis

```
72
Properties=species:S:1:pos:R:3:lowdin_charge:R:1
Sr -4.790 0.017 3.597 1.710
Sr -3.920 -3.878 0.968 1.637
Be -1.397 -2.355 3.452 0.944
O -1.572 -2.657 1.000 -0.463
C -1.518 -1.355 0.510 -0.340
C -1.694 -0.109 1.512 -0.353
O -2.028 -0.301 2.844 -0.417
H -2.315 -1.208 -0.235 0.075
H -0.583 -1.271 -0.052 0.090
H -2.303 0.636 0.982 0.110
H -0.727 0.411 1.449 0.085
C -4.677 -0.504 -2.036 0.019
N -4.702 -0.005 -3.427 -0.451
O -3.638 0.196 -3.972 0.072
O -5.790 0.103 -3.947 0.134
H -4.062 -1.403 -2.024 0.058
H -5.740 -0.618 -1.833 0.100
H -4.186 0.329 -1.529 0.098
C 1.830 -3.118 0.237 0.044
N 2.519 -1.907 -0.271 -0.400
O 1.803 -0.900 -0.313 -0.043
O 3.645 -1.988 -0.653 0.179
H 0.759 -3.023 0.103 0.050
H 2.122 -3.030 1.290 0.101
H 2.195 -4.101 -0.043 0.120
C -0.537 3.295 2.879 -0.253
C 0.523 2.837 3.838 -0.166
O 0.559 3.853 4.829 -0.177
S -0.490 5.095 4.569 0.711
O 0.088 6.403 4.609 -0.164
O -1.670 4.760 5.296 -0.225
O -0.622 4.679 2.978 -0.165
H -1.502 2.791 3.015 0.102
H -0.273 3.117 1.833 0.112
H 1.445 2.732 3.273 0.109
H 0.150 1.925 4.306 0.128
C 1.061 2.031 -0.635 -0.312
O 1.570 2.821 0.123 0.081
N 1.075 2.146 -2.002 -0.109
C 0.644 0.988 -2.756 -0.022
C 1.523 3.381 -2.630 0.025
H 0.455 1.158 -0.345 0.111
H -0.392 0.991 -3.111 0.108
H 1.087 0.087 -2.336 0.080
H 1.148 1.060 -3.728 0.113
H 1.468 3.367 -3.715 0.110
H 0.949 4.271 -2.359 0.120
H 2.540 3.499 -2.244 0.126
C 0.229 -3.395 -2.748 -0.342
O 1.433 -3.556 -2.675 0.063
N -0.495 -3.192 -3.856 -0.150
C -1.875 -2.686 -3.777 -0.039
C 0.106 -3.016 -5.178 -0.002
H -0.332 -3.330 -1.796 0.110
H -2.512 -3.556 -3.954 0.101
H -2.137 -1.871 -4.445 0.089
H -2.053 -2.424 -2.730 0.044
H 1.114 -3.413 -5.259 0.105
H -0.490 -3.612 -5.873 0.109
H 0.051 -1.986 -5.529 0.102
C 1.740 -0.666 2.585 -0.336
O 1.227 -1.517 3.330 -0.041
N 2.881 -0.029 2.841 -0.119
C 3.324 1.153 2.102 -0.014
C 3.836 -0.480 3.894 0.025
H 1.256 -0.267 1.683 0.106
H 2.687 1.407 1.251 0.056
H 4.279 0.956 1.615 0.120
H 3.334 1.986 2.801 0.102
H 4.546 -1.199 3.483 0.111
H 4.434 0.386 4.168 0.103
H 3.388 -0.943 4.769 0.097
```

Its charge is +4. Its LUMO energy is -15.858 eV. The value obtained for the HOMO-LUMO gap is 1.878 eV.

C15H35Cl2LiN2SbSi3 | the ωB97M-V functional and the def2-TZVPD basis

```
59
Properties=species:S:1:pos:R:3:lowdin_charge:R:1
Li -0.005 -0.226 -0.697 0.395
N 5.947 -0.241 -2.032 0.150
C 4.672 -0.266 -1.616 -0.311
C 4.226 -1.148 -0.619 -0.001
C 2.900 -1.141 -0.254 -0.145
N 1.972 -0.360 -0.815 -0.073
C 2.399 0.478 -1.768 -0.182
C 3.702 0.581 -2.180 -0.004
H 6.647 -0.808 -1.587 0.116
H 6.235 0.441 -2.709 0.113
H 4.924 -1.812 -0.134 0.116
H 2.555 -1.790 0.540 0.114
H 1.636 1.104 -2.210 0.074
H 3.979 1.312 -2.922 0.117
Cl -0.767 -2.324 -1.045 0.504
C -2.006 -3.534 -1.370 -0.969
Cl -2.844 -3.982 0.125 0.546
H -1.511 -4.415 -1.781 0.043
H -2.723 -3.104 -2.067 0.039
C -0.836 4.326 -3.994 -0.227
Si -2.272 3.836 -2.838 0.338
C -3.563 2.805 -3.788 -0.226
C -3.115 5.401 -2.143 -0.194
Sb -1.257 2.293 -1.027 0.799
Si -3.342 1.802 0.391 0.321
C -4.108 0.331 -0.558 -0.230
C -2.731 1.114 2.059 -0.224
C -4.663 3.154 0.613 -0.210
Si 0.312 3.946 0.185 0.337
C 1.908 3.944 -0.863 -0.224
C 0.718 3.117 1.849 -0.229
C -0.291 5.734 0.442 -0.212
H -1.185 4.928 -4.827 0.031
H -0.344 3.449 -4.404 0.023
H -0.089 4.906 -3.461 0.012
H -3.958 3.353 -4.638 0.031
H -4.402 2.551 -3.148 0.011
H -3.138 1.878 -4.162 0.024
H -3.525 6.013 -2.942 0.037
H -2.415 6.012 -1.583 0.005
H -3.932 5.139 -1.476 0.008
H -3.443 -0.528 -0.540 -0.006
H -4.288 0.584 -1.598 0.009
H -5.055 0.026 -0.126 0.035
H -1.979 0.339 1.904 0.018
H -3.548 0.677 2.625 0.033
H -2.285 1.891 2.670 0.013
H -5.127 3.391 -0.340 0.016
H -4.240 4.066 1.024 0.023
H -5.446 2.815 1.286 0.034
H 2.536 3.105 -0.583 0.012
H 2.491 4.851 -0.727 0.033
H 1.680 3.855 -1.922 0.005
H 1.001 2.076 1.696 0.015
H -0.131 3.132 2.524 0.013
H 1.544 3.612 2.350 0.032
H -0.334 6.270 -0.501 0.016
H 0.386 6.277 1.096 0.033
H -1.278 5.760 0.893 0.023
```

The value obtained for the relative energy (zero: lowest compared OMol25 entry of this formula, charge and spin) is 0.3976 eV. Its charge is +1. Its LUMO energy is -2.021 eV. The value obtained for the HOMO-LUMO gap is 9.013 eV.

C15H35N2O9S2SeSi3Y | the ωB97M-V functional and the def2-TZVPD basis

```
68
Properties=species:S:1:pos:R:3:lowdin_charge:R:1
Y 0.426 -0.775 -0.304 1.526
O 3.409 -0.719 2.114 -0.348
S 2.993 -1.423 0.914 0.294
O 3.944 -2.420 0.455 -0.350
O 1.614 -2.046 1.128 -0.463
O 2.687 -0.432 -0.202 -0.453
C 1.870 2.066 1.119 -0.110
O 0.669 1.332 0.864 -0.391
Si -0.552 1.070 2.036 0.286
C 0.325 0.300 3.506 -0.145
C -1.106 2.772 2.629 -0.165
C -1.667 0.015 1.074 -0.497
Si -2.802 1.026 0.014 0.365
C -1.841 2.326 -0.968 -0.176
C -4.132 1.948 1.017 -0.185
C -3.804 0.117 -1.286 -0.175
Si -2.439 -1.398 1.961 0.353
C -3.317 -0.880 3.567 -0.185
C -1.220 -2.753 2.433 -0.182
C -3.766 -2.298 0.969 -0.186
H 1.619 3.043 1.543 0.078
H 2.393 2.207 0.176 0.087
H 2.520 1.507 1.793 0.071
H 0.966 1.047 3.985 0.037
H 0.969 -0.524 3.192 0.018
H -0.377 -0.068 4.258 0.020
H -0.260 3.305 3.072 0.022
H -1.863 2.651 3.410 0.030
H -1.531 3.393 1.840 0.016
H -1.176 2.944 -0.364 0.010
H -2.542 2.985 -1.490 0.026
H -1.231 1.832 -1.731 0.026
H -3.728 2.580 1.809 0.002
H -4.813 1.227 1.478 0.013
H -4.726 2.577 0.345 0.020
H -3.199 -0.558 -1.894 0.007
H -4.224 0.872 -1.960 0.032
H -4.636 -0.445 -0.861 0.010
H -2.625 -0.442 4.292 0.007
H -3.800 -1.739 4.043 0.018
H -4.087 -0.134 3.353 0.010
H -0.364 -2.402 3.009 0.014
H -0.821 -3.249 1.543 0.029
H -1.746 -3.513 3.021 0.025
H -4.692 -1.726 0.888 0.014
H -3.998 -3.239 1.478 0.024
H -3.414 -2.531 -0.038 0.034
O 0.285 -2.579 -3.720 -0.358
S -0.562 -1.786 -2.843 0.289
O -1.887 -1.545 -3.372 -0.347
O -0.634 -2.412 -1.455 -0.463
O 0.131 -0.453 -2.515 -0.480
C 2.337 0.747 -4.824 -0.045
N 3.213 0.081 -3.886 -0.118
C 3.073 -1.242 -3.498 -0.046
C 4.010 -1.470 -2.560 -0.058
N 4.714 -0.293 -2.391 -0.129
C 5.707 -0.073 -1.362 -0.056
C 4.230 0.660 -3.212 -0.774
Se 4.876 2.391 -3.398 0.422
H 2.678 0.591 -5.850 0.087
H 2.348 1.812 -4.608 0.045
H 1.333 0.346 -4.690 0.082
H 2.249 -1.849 -3.839 0.092
H 4.164 -2.311 -1.907 0.110
H 5.711 -0.945 -0.713 0.080
H 5.429 0.803 -0.779 0.077
H 6.688 0.097 -1.807 0.077
```

The value obtained for the relative energy (zero: lowest compared OMol25 entry of this formula, charge and spin) is 0.0000 eV. Its charge is -2. Its LUMO energy is 4.371 eV. The value obtained for the HOMO-LUMO gap is 6.800 eV.

C15H35N5O5Rb | the ωB97M-V functional and the def2-TZVPD basis

```
61
Properties=species:S:1:pos:R:3:lowdin_charge:R:1
Rb -20.542 -33.522 -5.928 0.946
C -19.448 -38.065 -3.993 0.019
C -20.437 -36.940 -3.721 -0.527
O -20.822 -36.138 -4.563 -0.065
N -20.768 -36.800 -2.418 0.012
C -21.745 -35.865 -1.930 -0.052
H -18.470 -37.683 -4.271 0.091
H -19.870 -38.667 -4.800 0.090
H -19.341 -38.742 -3.147 0.079
H -20.254 -37.452 -1.853 0.131
H -22.700 -36.006 -2.432 0.088
H -21.419 -34.825 -1.967 0.091
H -21.891 -36.066 -0.867 0.094
C -16.125 -32.257 -5.910 0.014
C -17.226 -31.240 -5.739 -0.543
O -18.387 -31.633 -5.728 -0.080
N -16.843 -29.985 -5.455 0.028
C -17.784 -28.907 -5.257 -0.059
H -16.263 -33.060 -5.193 0.089
H -15.111 -31.846 -5.879 0.080
H -16.129 -32.648 -6.931 0.095
H -15.871 -29.788 -5.301 0.139
H -17.584 -27.971 -5.783 0.088
H -17.833 -28.607 -4.207 0.091
H -18.761 -29.257 -5.588 0.061
C -22.238 -29.149 -5.148 0.012
C -21.618 -29.728 -6.395 -0.565
O -21.814 -30.923 -6.634 -0.068
N -20.983 -28.916 -7.244 0.025
C -20.357 -29.469 -8.467 -0.031
H -23.316 -29.224 -5.260 0.093
H -22.012 -28.079 -5.066 0.079
H -21.851 -29.610 -4.245 0.085
H -20.607 -28.002 -7.063 0.135
H -20.822 -30.412 -8.728 0.079
H -19.310 -29.646 -8.210 0.082
H -20.455 -28.752 -9.277 0.086
C -24.301 -36.594 -7.966 0.017
C -23.696 -35.996 -6.674 -0.518
O -23.027 -34.962 -6.682 -0.066
N -23.684 -36.805 -5.587 0.018
C -24.346 -38.078 -5.474 -0.082
H -23.667 -37.441 -8.201 0.084
H -24.385 -35.818 -8.719 0.082
H -25.340 -36.794 -7.687 0.081
H -22.938 -36.502 -4.967 0.103
H -25.393 -38.081 -5.769 0.087
H -24.326 -38.458 -4.454 0.086
H -23.846 -38.839 -6.085 0.086
C -19.099 -37.172 -7.937 0.016
C -19.512 -35.787 -8.417 -0.577
O -18.854 -34.839 -8.001 -0.043
N -20.531 -35.716 -9.288 0.024
C -20.924 -34.442 -9.873 -0.045
H -19.908 -37.902 -7.933 0.078
H -18.728 -37.018 -6.928 0.069
H -18.301 -37.513 -8.595 0.092
H -21.156 -36.495 -9.364 0.131
H -20.066 -33.847 -10.159 0.093
H -21.673 -33.975 -9.228 0.084
H -21.454 -34.697 -10.797 0.090
```

The value obtained for the relative energy (zero: lowest compared OMol25 entry of this formula, charge and spin) is 0.7619 eV. Its charge is +1. Its LUMO energy is -1.952 eV. The value obtained for the HOMO-LUMO gap is 9.916 eV.

C15H35N5O5Sn | the ωB97M-V functional and the def2-TZVPD basis

```
61
Properties=species:S:1:pos:R:3:lowdin_charge:R:1
Sn 0.639 -1.794 0.323 1.683
C -0.592 -7.870 -2.220 0.010
C -1.327 -6.522 -2.379 -0.542
O -0.939 -5.560 -1.722 -0.023
N -2.428 -6.489 -3.153 0.023
C -3.247 -5.307 -3.401 -0.061
H -1.218 -8.493 -1.581 0.090
H 0.406 -7.712 -1.810 0.081
H -0.482 -8.330 -3.203 0.080
H -2.597 -7.339 -3.673 0.143
H -3.260 -4.943 -4.429 0.084
H -2.777 -4.482 -2.865 0.066
H -4.268 -5.304 -3.021 0.086
C -1.895 0.681 5.526 -0.009
C -1.535 1.541 4.373 -0.565
O -1.443 1.075 3.247 0.003
N -1.301 2.871 4.644 0.035
C -1.207 3.913 3.567 -0.063
H -1.038 0.650 6.200 0.089
H -2.061 -0.364 5.265 0.086
H -2.727 1.105 6.088 0.094
H -1.505 3.122 5.601 0.132
H -1.988 3.819 2.812 0.080
H -0.275 4.170 3.063 0.075
H -1.408 4.941 3.868 0.078
C 5.618 -0.221 3.066 0.008
C 4.522 0.566 3.638 -0.636
O 3.401 0.462 3.179 0.024
N 4.746 1.273 4.673 0.033
C 3.793 2.051 5.399 -0.049
H 6.298 0.476 2.576 0.100
H 5.123 -0.881 2.353 0.078
H 6.193 -0.866 3.730 0.097
H 5.658 1.208 5.103 0.164
H 3.450 1.619 6.339 0.093
H 2.815 2.184 4.937 0.083
H 4.221 3.046 5.525 0.096
C 4.507 3.097 -2.075 0.015
C 2.960 3.000 -2.048 -0.587
O 2.396 1.941 -1.767 -0.016
N 2.345 4.015 -2.521 0.036
C 0.890 4.012 -2.910 -0.018
H 5.043 2.921 -1.142 0.077
H 4.764 4.107 -2.395 0.072
H 4.936 2.359 -2.752 0.086
H 2.809 4.902 -2.649 0.148
H 0.500 4.999 -2.662 0.083
H 0.215 3.264 -2.495 0.078
H 0.839 3.927 -3.995 0.086
C -4.538 0.172 -1.709 -0.001
C -3.714 -0.079 -2.977 -0.514
O -2.596 -0.584 -2.765 -0.015
N -4.189 0.079 -4.216 0.017
C -3.450 -0.311 -5.386 -0.057
H -4.993 1.163 -1.726 0.079
H -3.867 0.269 -0.855 0.069
H -5.352 -0.473 -1.377 0.087
H -5.145 0.402 -4.261 0.152
H -3.213 -1.358 -5.195 0.081
H -2.459 0.134 -5.468 0.093
H -4.049 -0.258 -6.295 0.099
```

The value obtained for the relative energy (zero: lowest compared OMol25 entry of this formula, charge and spin) is 0.0000 eV. Its charge is +2. Its LUMO energy is -10.900 eV. The value obtained for the HOMO-LUMO gap is 2.970 eV.

C15H36BrO14P3 | the ωB97M-V functional and the def2-TZVPD basis

```
69
Properties=species:S:1:pos:R:3:lowdin_charge:R:1
C 1.987 1.507 5.248 -0.063
C 2.940 0.550 4.494 -0.251
O 3.063 -0.621 5.290 -0.149
C 3.461 -1.763 4.569 -0.193
C 2.686 -2.972 5.154 -0.190
O 1.342 -2.572 5.337 -0.133
C 0.530 -3.737 5.312 -0.187
C -0.985 -3.422 5.488 -0.159
O -1.276 -2.047 5.692 -0.100
C -2.168 -1.507 4.746 -0.100
C -1.315 -0.760 3.679 -0.465
O -0.652 0.103 4.040 0.205
O -1.339 -1.164 2.355 -0.082
C -0.093 -1.876 2.151 -0.369
P 0.039 -2.478 0.397 0.583
O 1.641 -2.193 0.016 -0.380
Br -0.141 -4.725 0.526 0.251
H 2.502 2.431 5.539 0.066
H 1.117 1.784 4.651 0.053
H 1.683 1.032 6.184 0.082
H 3.922 1.048 4.417 0.114
H 2.593 0.334 3.475 0.104
H 3.249 -1.711 3.490 0.114
H 4.547 -1.916 4.692 0.126
H 3.179 -3.235 6.103 0.129
H 2.777 -3.822 4.462 0.122
H 0.657 -4.198 4.315 0.106
H 0.863 -4.430 6.098 0.127
H -1.518 -3.848 4.628 0.118
H -1.324 -3.962 6.384 0.124
H -2.856 -2.241 4.305 0.128
H -2.786 -0.748 5.237 0.137
H 0.727 -1.161 2.317 0.093
H -0.049 -2.691 2.883 0.067
H 2.024 -3.070 -0.159 0.030
C 4.108 2.580 -2.422 -0.088
O 3.324 1.488 -2.907 -0.208
P 1.954 1.812 -3.640 0.340
O 1.265 3.020 -3.185 -0.219
O 1.142 0.461 -3.437 -0.241
C 0.976 0.023 -2.082 -0.110
O 2.335 1.782 -5.174 -0.198
C 1.500 2.511 -6.088 -0.081
H 4.683 2.225 -1.568 0.088
H 4.793 2.921 -3.199 0.091
H 3.480 3.408 -2.093 0.082
H 0.814 0.870 -1.411 0.100
H 1.861 -0.522 -1.767 0.069
H 0.113 -0.638 -2.032 0.061
H 1.915 3.508 -6.229 0.092
H 0.476 2.593 -5.726 0.074
H 1.498 1.988 -7.042 0.090
C -5.181 3.078 -3.297 -0.090
O -5.103 1.948 -4.168 -0.211
P -3.775 1.740 -5.013 0.339
O -3.067 2.965 -5.389 -0.226
O -4.286 0.857 -6.231 -0.206
C -5.361 1.397 -7.004 -0.098
O -2.945 0.709 -4.150 -0.190
C -1.519 0.681 -4.329 -0.090
H -6.230 3.356 -3.204 0.087
H -4.791 2.817 -2.313 0.091
H -4.633 3.930 -3.698 0.081
H -5.258 2.478 -7.120 0.088
H -6.310 1.174 -6.516 0.087
H -5.347 0.931 -7.986 0.088
H -1.058 1.335 -3.596 0.081
H -1.234 0.997 -5.332 0.083
H -1.166 -0.335 -4.170 0.089
```

The SMILES is CCOCCOCCOCC(=O)OCP(O)Br.COP(=O)(OC)OC.COP(=O)(OC)OC. Its charge is 0. Its LUMO energy is 0.072 eV. The value obtained for the HOMO-LUMO gap is 9.523 eV.

C15H36ClFNO7Y | the ωB97M-V functional and the def2-TZVPD basis

```
62
Properties=species:S:1:pos:R:3:lowdin_charge:R:1
Y -1.412 -0.952 0.582 1.405
C 2.649 0.251 0.482 -0.053
C 2.275 1.304 -0.540 -0.488
C 3.450 1.223 -1.599 -0.141
C 3.198 1.965 -2.908 -0.188
C 1.866 1.514 -3.509 -0.150
C 0.694 1.613 -2.480 -0.497
N 1.058 0.937 -1.253 -0.169
O 0.420 -0.237 -0.911 -0.335
C -0.469 0.890 -3.157 -0.044
C 0.349 3.114 -2.366 -0.031
C 2.363 2.707 0.078 -0.032
H 1.872 0.123 1.244 0.053
H 3.552 0.521 1.030 0.085
H 2.781 -0.713 -0.008 0.070
H 3.582 0.169 -1.858 0.114
H 4.353 1.600 -1.109 0.112
H 3.995 1.804 -3.635 0.106
H 3.147 3.041 -2.700 0.100
H 1.998 0.466 -3.794 0.116
H 1.624 2.103 -4.395 0.109
H -0.176 -0.103 -3.491 0.084
H -0.903 1.434 -3.995 0.092
H -1.251 0.715 -2.414 0.030
H 0.898 3.727 -1.651 0.055
H -0.706 3.209 -2.087 0.071
H 0.495 3.615 -3.323 0.083
H 3.210 2.729 0.762 0.080
H 1.429 2.983 0.574 0.066
H 2.547 3.482 -0.667 0.061
Cl -3.182 -1.467 -1.433 -0.227
F -3.158 -0.334 1.968 -0.497
C -1.131 1.969 2.024 -0.180
C -1.447 2.403 0.619 -0.188
O -2.006 1.292 -0.093 -0.172
O -0.433 0.699 2.032 -0.161
H -2.047 1.794 2.596 0.117
H -0.557 2.696 2.601 0.133
H -0.527 2.721 0.119 0.085
H -2.131 3.254 0.642 0.140
H -2.386 1.679 -0.889 0.103
H 0.058 0.676 2.854 0.106
C 0.679 -3.182 1.774 -0.171
C 0.901 -3.381 0.287 -0.182
O -0.290 -2.963 -0.411 -0.157
O 0.299 -1.809 1.986 -0.156
H 1.644 -3.343 2.260 0.137
H -0.083 -3.845 2.179 0.116
H 1.125 -4.428 0.063 0.134
H 1.712 -2.765 -0.117 0.119
H -0.151 -3.303 -1.302 0.120
H 0.544 -1.612 2.894 0.117
C -4.420 -3.426 2.907 -0.251
C -2.903 -3.314 2.976 -0.197
O -2.410 -2.962 1.664 -0.204
O -5.029 -2.233 2.463 -0.072
H -4.782 -3.726 3.898 0.117
H -4.708 -4.203 2.190 0.121
H -2.548 -4.323 3.228 0.119
H -2.480 -2.578 3.653 0.124
H -2.679 -3.703 1.101 0.109
H -4.361 -1.519 2.367 0.033
```

The value obtained for the relative energy (zero: lowest compared OMol25 entry of this formula, charge and spin) is 0.0000 eV. Its charge is 0. Its LUMO energy is -0.570 eV. The value obtained for the HOMO-LUMO gap is 4.934 eV.